(1)
The following is a DFT calculation (ωB97M-V/def2-TZVPD) of a 4-piece molecular cluster, C5H14NO5 overall in a non-equilibrium geometry.

The HOMO-LUMO gap comes out at 0.3260 Ha. The molecular weight comes out at 168.2 g/mol. The HOMO energy is -5.3 eV. The calculation puts the total energy at -17140.3693 eV.

```
! RIJCOSX wB97M-V def2-TZVPD def2/J DEFGRID3
* xyz -1 1
O 0.214 -1.209 0.988
O -3.202 0.982 -0.918
O 0.723 1.980 3.982
O -0.830 -2.739 2.964
O -0.255 0.830 1.697
N -0.106 -0.080 -3.210
C 1.560 0.551 0.256
C 0.027 0.371 -1.767
C -0.380 -1.322 -3.406
C 0.437 0.039 1.069
C 1.351 -0.003 -1.124
H -0.807 0.044 -1.178
H 1.689 1.601 0.304
H -0.674 -2.122 2.208
H 0.084 1.507 -1.822
H -0.640 -2.105 -2.740
H 1.703 -1.077 -1.126
H 0.019 1.826 3.392
H -0.574 -1.471 -4.419
H 2.447 0.108 0.571
H -2.225 0.884 -0.926
H -0.472 -2.056 3.598
H -3.409 0.838 0.045
H 2.006 0.440 -1.769
H 1.316 2.180 3.331
*
```

---

(2)
The following is a DFT calculation (ωB97M-V/def2-TZVPD) of C36H24Cl4FN3O6PbTe as an isolated structure.

The HOMO-LUMO gap (alpha / beta) comes out at 0.2130 / 0.2081 Ha. The molecular weight comes out at 1090.2 g/mol. The HOMO energy (alpha / beta) is -7.8 / -7.9 eV. The calculation puts the total energy at -119825.0448 eV.

```
! RIJCOSX wB97M-V def2-TZVPD def2/J DEFGRID3
* xyz 0 1
Pb -0.629 0.244 -0.368
Te -0.297 1.681 2.510
Cl 1.374 5.082 0.946
Cl -3.307 3.810 -2.997
Cl -0.717 7.330 0.182
Cl -3.015 6.692 -1.788
F -0.393 0.490 -4.838
O 0.025 -2.187 -4.203
O -1.173 1.992 -2.065
O -4.276 -2.622 -2.882
O -3.868 1.162 -0.450
O -2.559 -0.474 -1.235
O 0.854 2.571 -0.463
N -3.596 -0.542 -3.537
N -2.198 -2.408 -3.758
N 1.065 0.155 -2.217
C 0.058 -1.966 -0.319
C -0.879 0.448 6.650
C 4.738 -0.135 -1.826
C -2.285 -1.000 5.349
C -0.814 -4.199 -0.122
C 1.253 -2.444 -0.859
C 3.485 0.375 -2.114
C -3.582 0.324 -1.277
C 3.966 0.831 2.383
C -1.387 -0.285 -4.372
C -4.434 0.109 -2.545
C 4.060 -0.463 2.869
C 1.580 0.720 2.554
C 1.668 -0.593 3.000
C -3.426 -1.909 -3.358
C -1.881 -0.353 4.188
C -2.015 4.207 -1.938
C -1.782 -0.601 6.577
C -0.825 5.755 -0.490
C 2.912 -1.179 3.168
C 1.366 -3.823 -1.047
C -1.077 -1.686 -4.127
C 0.353 -4.690 -0.681
C 0.029 3.488 -0.732
C 2.726 1.431 2.228
C 2.341 -0.359 -1.834
C 2.428 -1.603 -1.206
C -1.074 3.181 -1.641
C -0.962 -2.828 0.047
C -0.973 0.697 4.259
C -1.887 5.460 -1.399
C -2.574 0.229 -4.039
C 0.093 4.794 -0.162
C 3.701 -2.098 -0.932
C -0.477 1.102 5.495
C 4.845 -1.389 -1.250
H 4.861 1.384 2.136
H 5.816 -1.806 -1.022
H 2.649 2.445 1.861
H -2.046 -3.385 -3.540
H -0.487 0.762 7.608
H 1.126 1.121 -2.519
H -2.991 -1.817 5.290
H 0.472 -5.750 -0.849
H -5.294 -0.520 -2.325
H 5.029 -0.920 3.001
H 3.789 -3.057 -0.440
H -2.096 -1.107 7.479
H 5.623 0.439 -2.064
H -1.615 -4.869 0.157
H -2.274 -0.668 3.231
H 3.384 1.341 -2.590
H 0.773 -1.149 3.254
H 0.227 1.920 5.555
H -2.759 1.294 -4.098
H -4.772 1.074 -2.921
H 0.682 -0.400 -2.982
H 2.262 -4.217 -1.509
H -1.900 -2.442 0.423
H 2.981 -2.196 3.530
*
```

---

(3)
The following is a DFT calculation (ωB97M-V/def2-TZVPD) of C23H20N7O2SeTc as an isolated structure in a non-equilibrium geometry.

The HOMO-LUMO gap (alpha / beta) comes out at 0.2028 / 0.2068 Ha. The molecular weight comes out at 603.4 g/mol. The HOMO energy (alpha / beta) is -10.5 / -10.6 eV. The calculation puts the total energy at -106240.9831 eV. As for the expectation value of S²: 0.81.

```
! RIJCOSX wB97M-V def2-TZVPD def2/J DEFGRID3
* xyz 1 2
Tc 0.175 -0.367 -0.603
Se 1.043 1.987 -0.904
O 2.198 -0.470 2.854
O -2.843 -2.981 -1.364
N -1.849 0.336 -0.799
N 0.025 -0.455 -2.872
N -0.172 4.845 2.620
N -0.764 0.594 -3.463
N 0.604 -0.993 1.233
N -0.992 -1.991 -0.336
N 2.323 -0.801 -0.627
C 0.304 5.304 1.460
C 0.294 -2.768 2.966
C 5.036 -0.334 -0.345
C 2.859 -0.529 0.569
C -1.564 -3.909 1.163
C -0.370 -3.930 3.271
C 1.886 -0.614 1.711
C 3.138 -0.896 -1.674
C -0.873 -2.736 0.828
C -4.332 0.986 -1.851
C -1.296 -4.497 2.375
C 4.503 -0.679 -1.574
C -3.518 1.957 -1.307
C -2.680 -0.610 -1.274
C 0.031 -2.154 1.732
C -3.905 -0.337 -1.820
C 0.666 4.493 0.393
C -0.291 3.525 2.744
C 0.535 3.121 0.541
C 4.191 -0.271 0.759
C -2.275 1.600 -0.800
C -2.208 -2.017 -1.044
C 0.046 2.622 1.742
H -1.605 2.340 -0.394
H 6.094 -0.133 -0.241
H 4.545 -0.039 1.756
H -4.512 -1.157 -2.181
H -3.820 2.996 -1.274
H -1.799 -5.418 2.638
H 0.397 6.381 1.375
H 0.979 -2.315 3.669
H 5.127 -0.772 -2.452
H -0.324 1.474 -3.215
H -0.442 -1.334 -3.071
H -0.070 1.556 1.905
H -5.294 1.242 -2.274
H 1.043 4.923 -0.526
H -0.184 -4.411 4.223
H -0.761 0.488 -4.472
H -2.258 -4.349 0.465
H 0.940 -0.507 -3.305
H -0.673 3.163 3.694
H 2.693 -1.158 -2.625
*
```

---

(4)
The following is a DFT calculation (ωB97M-V/def2-TZVPD) of one molecule with the formula C3H5P in a non-equilibrium geometry.

The HOMO-LUMO gap (alpha / beta) comes out at 0.2878 / 0.3059 Ha. The molecular weight comes out at 72.0 g/mol. The HOMO energy (alpha / beta) is -7.7 / -8.0 eV. Its SMILES is C=P#CC. The calculation puts the total energy at -12475.7087 eV.

```
! RIJCOSX wB97M-V def2-TZVPD def2/J DEFGRID3
* xyz 0 1
P 0.390 -2.317 0.691
C 0.362 0.739 0.812
C -0.015 -1.955 -0.989
C 0.373 -0.709 0.971
H 0.716 -1.536 -1.554
H -0.977 -1.831 -1.205
H 0.474 0.991 1.834
H 1.146 1.196 0.239
H -0.666 1.001 0.333
*
```

---

(5)
The following is a DFT calculation (ωB97M-V/def2-TZVPD) of one molecule with the formula C4H6BrF in a non-equilibrium geometry.

The HOMO-LUMO gap comes out at 0.3608 Ha. The molecular weight comes out at 153.0 g/mol. The HOMO energy is -9.0 eV. Its SMILES is C/C(F)=C(/C)Br. The calculation puts the total energy at -77004.0881 eV.

```
! RIJCOSX wB97M-V def2-TZVPD def2/J DEFGRID3
* xyz 0 1
Br 2.393 -0.162 -0.159
F -1.676 0.028 0.478
C -0.446 -0.458 0.123
C 0.410 1.943 0.032
C -0.400 -1.962 0.047
C 0.550 0.468 -0.046
H 0.555 2.454 -0.876
H -0.622 2.173 0.471
H -1.329 -2.263 -0.478
H 1.209 2.299 0.797
H -0.543 -2.447 1.024
H 0.567 -2.023 -0.272
*
```

---

(6)
The following is a DFT calculation (ωB97M-V/def2-TZVPD) of C25H40BBr39N4O7P as an isolated structure in a non-equilibrium geometry.

The HOMO-LUMO gap comes out at 0.2183 Ha. The molecular weight comes out at 3666.7 g/mol. The HOMO energy is -5.4 eV. The calculation puts the total energy at -2788481.3586 eV.

```
! RIJCOSX wB97M-V def2-TZVPD def2/J DEFGRID3
* xyz -1 1
Br 4.452 2.282 -2.082
Br 4.240 -7.934 -6.077
Br 6.123 -5.945 -4.395
Br 5.064 -0.871 -2.127
Br -0.748 -4.477 -1.254
Br 4.072 -0.384 8.683
Br 4.250 2.502 -7.325
Br -2.089 2.484 4.069
Br -2.274 5.677 4.384
Br 2.101 -2.589 9.941
Br -0.446 -7.539 -2.183
Br 6.929 1.103 -0.408
Br -0.263 -2.391 13.014
Br 5.489 7.794 -10.671
Br 3.245 5.921 -9.338
Br 5.709 4.638 -13.395
Br -0.988 2.997 -9.868
Br -1.152 0.677 -5.253
Br -0.305 0.979 14.973
Br 1.594 3.554 -11.695
Br 1.066 2.555 -6.621
Br 0.120 4.362 2.690
Br 2.174 -5.746 -1.676
Br 0.778 3.413 13.177
Br 3.138 3.695 -15.072
Br 3.423 6.762 -14.161
Br 0.369 -5.541 13.030
Br -0.782 1.770 8.190
Br 4.426 -0.683 -7.650
Br 1.834 2.045 6.344
Br 0.547 4.652 7.709
Br 2.279 -3.508 14.627
Br 1.132 0.645 -10.414
Br -1.334 3.870 -4.942
Br 6.664 1.191 -8.995
Br 1.522 0.387 12.397
Br 3.064 9.114 -9.027
Br 3.637 -4.777 -6.065
Br 1.780 -1.717 6.867
P -2.022 0.025 0.873
O -1.846 -4.718 2.894
O -3.402 -5.662 3.929
O -2.048 -0.882 5.680
O 0.150 -1.211 4.440
O 1.510 -0.015 0.226
O -2.605 -0.276 2.503
O -1.201 -1.539 0.765
N -4.213 -2.880 -3.131
N -0.483 0.621 1.629
N -1.704 0.566 -0.793
N -2.891 -5.600 2.852
C 4.363 5.150 -14.694
C -2.199 -1.517 3.129
C 5.143 0.766 -1.089
C -2.892 2.859 -1.205
C -3.431 -1.884 -0.927
C 0.567 0.146 1.051
C -1.534 2.036 -0.924
C -1.394 -1.361 6.880
C -3.632 -0.724 0.169
C -1.505 -2.366 1.941
C 0.334 -6.084 -1.162
C 4.804 1.034 -8.465
C -0.788 2.395 -6.077
C 0.202 2.896 6.959
C 4.331 -6.284 -5.060
C -1.732 4.201 3.244
C 0.287 2.242 -11.120
C -3.612 -2.121 3.681
C 3.012 -1.973 8.342
C 3.625 7.638 -10.155
C -1.997 -3.882 1.674
C 0.473 -3.876 14.020
C 1.131 1.624 13.838
C -4.582 -1.850 -2.088
C -3.842 2.213 -2.340
B -1.313 -1.203 4.487
H -0.274 1.942 -12.004
H 2.024 1.684 14.458
H -0.978 0.024 -1.280
H -4.212 -1.273 4.164
H -4.598 1.457 -1.942
H -3.975 -3.784 -2.680
H -5.623 -2.092 -1.688
H 3.036 7.694 -11.069
H -2.667 1.317 1.085
H -1.884 -0.792 7.762
H -0.423 -2.559 2.327
H -4.359 0.047 -0.258
H -1.375 -4.340 0.825
H -2.555 3.885 -1.632
H -4.239 -2.543 2.808
H 4.493 0.627 -0.226
H -0.858 2.207 -1.854
H -1.541 -2.474 7.102
H 0.350 -6.400 -0.120
H 3.705 -2.760 8.047
H -1.392 2.449 -6.981
H 4.208 1.095 -9.375
H -3.507 -2.946 -0.466
H -4.184 -1.219 1.064
H -3.243 1.820 -3.250
H -4.485 -0.834 -2.601
H -2.341 4.254 2.343
H -3.424 -2.558 -3.706
H -3.414 2.994 -0.189
H -0.144 -3.995 14.910
H -0.271 -1.125 6.939
H -2.437 -1.857 -1.489
H -0.431 3.042 6.083
H -3.121 -3.845 1.465
H -4.462 3.098 -2.767
H -1.000 2.552 -0.053
H 0.441 -0.284 4.239
H 3.685 -6.410 -4.189
H 4.885 5.378 -15.622
H -3.318 -2.945 4.438
*
```

---

(7)
The following is a DFT calculation (ωB97M-V/def2-TZVPD) of C46H76F30IN11O23S10 as an isolated structure in a non-equilibrium geometry.

The HOMO-LUMO gap comes out at 0.1545 Ha. The molecular weight comes out at 2168.7 g/mol. The HOMO energy is -8.4 eV. The calculation puts the total energy at -310373.5695 eV.

```
! RIJCOSX wB97M-V def2-TZVPD def2/J DEFGRID3
* xyz 0 1
I -14.821 -6.719 12.597
S -9.204 -11.911 16.158
S -16.205 -10.841 21.256
S -8.616 -3.863 13.759
S -21.177 -3.539 7.504
S -9.542 -9.386 16.449
S -16.540 -9.655 18.914
S -9.078 -1.454 14.492
S -17.358 -10.870 11.043
S -18.880 -4.661 7.825
S -18.720 -11.336 8.833
F -9.960 -13.676 17.974
F -16.324 -12.936 12.680
F -9.813 -6.047 14.663
F -10.803 -1.119 16.602
F -11.720 -7.878 15.537
F -16.468 -12.469 7.867
F -22.134 -3.289 4.923
F -11.738 -8.631 17.635
F -17.946 -6.848 6.622
F -17.182 -9.521 23.458
F -8.860 -0.161 16.803
F -7.929 -13.886 17.294
F -8.440 -6.448 13.262
F -12.073 -9.970 15.939
F -19.156 -7.301 8.354
F -14.630 -8.070 19.408
F -9.154 -2.288 17.140
F -16.459 -11.514 23.867
F -16.193 -6.916 18.533
F -14.889 -8.351 17.250
F -17.778 -12.149 6.331
F -23.536 -2.702 6.629
F -17.057 -6.529 8.518
F -10.338 -5.657 12.685
F -18.217 -11.812 13.364
F -9.655 -14.641 16.151
F -16.189 -11.022 13.502
F -23.120 -4.895 6.244
F -18.223 -13.834 7.855
F -18.459 -11.305 22.770
O -14.888 -10.428 21.625
O -19.032 -4.537 9.281
O -10.201 -12.057 15.087
O -8.279 -3.370 12.396
O -18.102 -9.598 11.410
O -16.371 -12.236 20.947
O -7.809 -11.864 15.608
O -16.048 -10.618 10.357
O -18.357 -9.976 8.533
O -12.139 -2.842 15.005
O -9.713 -0.385 13.697
O -7.588 -4.037 14.787
O -17.567 -9.529 17.911
O -17.977 -3.740 7.176
O -9.090 -9.396 15.046
O -20.607 -8.327 15.100
O -9.005 -8.248 17.220
O -20.576 -2.256 7.196
O -21.731 -3.655 8.814
O -15.575 -10.760 18.690
O -12.447 -15.329 11.435
O -7.651 -1.373 14.337
O -20.090 -11.638 8.561
N -9.498 -10.917 17.255
N -20.382 -4.759 7.014
N -16.681 1.200 16.308
N -11.999 -12.293 11.950
N -13.207 -4.527 17.220
N -9.717 -3.033 14.310
N -19.391 -6.170 12.891
N -13.097 -2.584 11.643
N -13.884 -9.215 6.969
N -17.004 -9.603 20.345
N -18.215 -11.957 10.371
C -12.875 -5.671 18.266
C -19.408 -6.661 11.437
C -14.051 -8.155 5.855
C -13.272 -10.440 6.257
C -18.672 -4.840 12.991
C -11.429 -8.934 16.339
C -12.783 -8.733 7.980
C -17.598 1.899 17.200
C -15.308 -0.671 15.754
C -12.520 -3.403 10.645
C -15.223 -9.656 7.581
C -12.837 -4.040 14.685
C -13.329 -7.467 8.682
C -16.510 1.781 15.121
C -19.644 -8.529 14.003
C -12.589 -3.251 17.801
C -14.786 -4.527 16.952
C -9.383 -5.676 13.517
C -13.053 -0.618 13.006
C -9.201 -13.694 16.938
C -15.003 -2.041 12.848
C -11.189 -11.044 12.397
C -14.247 -11.127 5.207
C -9.484 -1.241 16.398
C -12.395 -1.512 12.098
C -17.161 -10.787 22.938
C -12.580 -4.954 15.939
C -22.614 -3.610 6.224
C -12.662 -14.763 12.727
C -18.191 -6.509 7.847
C -14.373 -2.890 11.986
C -12.038 -13.388 13.064
C -14.389 -0.894 13.425
C -18.825 -7.245 13.839
C -17.019 -11.827 12.742
C -11.284 -12.753 10.698
C -16.057 0.026 16.662
C -13.482 -11.892 11.645
C -15.679 1.166 14.169
C -17.826 -12.546 7.624
C -14.417 -6.744 6.443
C -15.109 -0.100 14.426
C -20.907 -5.894 13.341
C -15.497 -8.087 18.476
C -13.822 -12.519 4.696
C -13.618 -6.325 7.737
H -12.593 -7.266 9.461
H -12.410 -4.597 13.850
H -21.580 -6.691 13.024
H -19.994 -5.867 10.976
H -15.485 -6.835 6.645
H -15.487 -8.887 8.307
H -14.938 -3.939 16.047
H -13.170 -3.487 9.773
H -10.133 -11.269 12.541
H -17.018 2.737 17.588
H -12.838 -3.132 18.855
H -12.314 -10.216 5.787
H -14.947 -5.536 16.571
H -12.692 -9.599 8.635
H -12.424 0.196 13.335
H -14.168 -7.709 9.334
H -18.907 -4.241 12.111
H -15.434 -4.477 17.827
H -11.870 -8.579 7.405
H -20.196 -8.881 13.130
H -13.889 -3.921 14.424
H -11.866 -13.580 10.290
H -14.244 -10.557 4.278
H -18.781 -4.341 13.954
H -14.511 -13.020 4.016
H -18.536 1.927 16.645
H -19.118 -9.414 14.361
H -12.288 -15.553 13.378
H -13.355 -5.260 19.154
H -13.741 -11.338 12.548
H -15.103 -10.590 8.130
H -17.732 1.217 18.040
H -13.098 -11.276 6.934
H -13.737 -14.703 12.901
H -12.721 -5.926 7.263
H -14.660 -8.626 5.083
H -13.915 -13.186 5.553
H -12.307 -4.318 11.198
H -13.065 -5.929 15.987
H -14.379 -5.986 5.661
H -21.246 -4.910 13.017
H -17.602 -5.022 12.895
H -13.000 -8.051 5.584
H -21.162 -9.111 15.109
H -15.278 -11.229 5.547
H -15.970 -9.646 6.787
H -12.773 -12.543 4.400
H -11.254 -3.142 14.788
H -14.811 -1.522 16.195
H -12.578 -12.966 13.911
H -16.020 -2.236 13.156
H -18.352 -6.734 11.176
H -13.185 -15.923 11.277
H -11.792 -5.708 18.379
H -11.602 -10.657 13.329
H -11.512 -3.313 17.641
H -16.224 -0.290 17.682
H -11.359 -11.913 10.007
H -13.285 -11.273 10.769
H -14.162 -5.572 8.306
H -10.965 -13.400 13.251
H -11.551 -5.294 16.058
H -10.314 -13.193 10.929
H -11.568 -2.982 10.323
H -14.017 -12.820 11.446
H -20.902 -5.866 14.431
H -18.556 -6.822 14.807
H -17.925 -7.535 13.297
H -13.070 -2.348 17.425
H -17.079 2.674 14.909
H -11.205 -10.332 11.572
H -13.338 -6.655 18.183
H -14.807 -3.763 11.522
H -15.599 1.609 13.187
H -11.407 -1.335 11.698
H -19.962 -7.599 11.393
*
```